DFT (ωB97M-V with the def2-TZVPD basis set) results for a molecular structure, C37H34BrN6O2Sn at a distorted geometry.

XYZ file:
```
81
Properties=species:S:1:pos:R:3:forces:R:3
Sn -0.21788 0.28450 -1.76437 1.10 -1.43 0.68
C -0.42568 0.72644 2.08160 -0.67 -1.62 0.09
C 0.03218 -0.71925 1.72930 1.96 0.61 1.59
C -0.90296 -1.63104 1.12534 2.02 -2.34 -1.96
C -2.33356 -1.23097 1.03964 -0.97 -0.05 1.07
C -0.43947 -2.87651 0.58987 -0.03 3.35 2.03
C -1.32916 -3.84770 -0.01652 -0.72 -1.91 -1.39
C 0.96743 -3.22354 0.65019 2.22 -0.75 0.71
C 1.38804 -4.67714 0.58335 0.17 -1.25 -0.47
C 1.99271 -2.16946 1.43860 -0.66 -1.36 -0.96
C 4.87192 -1.60407 0.19695 -0.64 -0.25 0.27
C 1.36552 -1.06794 2.10336 -2.31 0.39 -2.31
C 2.22018 -0.30423 3.02737 0.49 0.88 0.77
H 0.35676 1.23983 2.66278 -0.54 0.16 -0.73
H -1.37425 0.72325 2.66457 0.68 0.05 -0.22
H -0.71386 1.16371 1.09825 0.49 0.44 0.64
H -3.02327 -1.89056 0.47034 0.75 0.44 0.27
H -2.42174 -0.19431 0.71035 -0.17 0.03 -0.32
H -2.72447 -1.18360 2.08920 0.06 -0.12 -0.76
H -2.27987 -4.02727 0.48881 0.10 0.17 0.02
H -0.83209 -4.84882 -0.13064 -0.68 1.05 0.01
H -1.55433 -3.49484 -1.05551 -0.05 -0.39 0.58
H 1.42076 -5.10626 -0.47325 -0.04 0.80 1.24
H 0.68371 -5.28215 1.14275 -0.31 -0.15 0.02
H 2.34417 -4.95586 1.07798 -0.37 0.79 -0.54
H 5.20307 -0.59085 0.05240 0.06 0.32 0.25
H 4.01451 -1.85556 -0.41211 0.12 0.08 -0.37
H 5.68061 -2.32484 0.06470 -0.15 0.30 0.04
H 2.80023 0.50954 2.51671 -0.61 -0.44 0.50
H 2.99559 -0.95095 3.47249 -0.44 0.38 0.06
H 1.58756 0.07514 3.84123 0.60 0.23 -0.12
C 3.39221 3.28638 -1.92990 0.63 -0.07 -1.60
C 2.68648 2.12066 -2.27958 -1.32 -0.63 0.63
N 1.31734 2.05028 -2.14377 1.25 1.42 0.06
C 0.70555 3.16902 -1.67195 2.03 -0.22 -0.07
C 1.50541 4.22706 -1.23039 -2.82 1.03 1.23
N 2.78204 4.30658 -1.35545 1.31 0.01 -0.23
C -0.73313 3.23201 -1.66232 -2.24 -0.40 0.77
C -1.54683 4.32599 -1.45087 -0.91 0.05 -0.99
C -2.95358 4.17863 -1.68220 0.19 1.24 -0.28
C -3.49180 3.00686 -2.22409 -0.37 -1.28 -0.77
C -2.62078 1.95118 -2.46562 0.91 0.39 0.99
N -1.35631 2.04170 -1.90136 -0.52 -0.02 -2.09
C -2.85279 0.69887 -3.27567 0.32 0.20 -1.05
C -3.85823 0.54676 -4.27932 -0.14 -1.90 1.53
N -4.07354 -0.68401 -4.78748 0.98 1.65 -0.50
C -3.19321 -1.66609 -4.56926 -1.88 0.40 -0.14
C -2.17752 -1.53228 -3.65997 1.96 1.58 -0.24
N -1.90176 -0.27977 -3.14847 -2.49 -0.82 0.10
C -3.81087 5.38230 -1.53596 -0.59 -1.15 -0.50
C -5.03593 5.54968 -2.18897 -0.83 0.49 0.48
C -5.83037 6.67650 -1.87558 2.25 0.36 0.27
N -5.41143 7.69026 -1.09621 0.88 -1.95 1.67
C -4.30467 7.38969 -0.32388 -0.92 1.48 -1.75
C -3.47815 6.32071 -0.59661 1.61 0.71 2.14
H 4.41276 3.52388 -2.31071 -0.61 -0.85 0.75
H 3.15569 1.17753 -2.57241 0.04 0.57 -0.19
H 0.99970 5.05544 -0.69460 0.39 -0.43 -0.43
H -1.21790 5.35695 -1.34938 0.36 -0.41 0.18
H -4.56800 2.89549 -2.48911 1.04 0.39 0.15
H -4.60155 1.27066 -4.59535 0.28 0.34 0.37
H -3.45873 -2.50837 -5.18868 0.55 -0.76 0.50
H -1.44330 -2.32413 -3.48170 -0.23 0.35 0.00
H -5.46329 4.87787 -2.92202 0.28 -0.19 0.03
H -6.77233 6.81570 -2.31870 -1.03 0.12 -0.76
H -4.01218 8.13946 0.41533 -0.20 -0.24 -0.24
H -2.53600 6.24380 0.02751 -1.31 -0.04 -0.76
Br 5.79210 -4.62874 1.28403 -0.48 -0.12 0.68
C 4.65728 -4.52020 2.82594 0.13 0.97 0.15
C 4.87919 -5.46818 3.82553 0.20 -0.06 -0.10
C 4.04884 -5.58820 4.93791 -0.84 2.11 -2.36
C 2.99559 -4.64631 5.02158 -0.77 -0.36 1.09
C 2.70257 -3.69955 4.05435 0.54 -0.13 -0.98
C 3.58514 -3.55145 2.90256 0.01 -1.12 0.80
C 3.37316 -2.52565 1.90648 1.01 -0.20 1.59
O 4.42809 -1.78408 1.61300 -0.68 -1.62 -0.83
O 1.94689 -2.40935 0.02312 -0.61 1.48 -0.13
H 5.72398 -6.14003 3.74204 -0.10 -0.06 -0.29
H 4.11772 -6.44393 5.54635 0.24 -0.53 1.11
H 2.34094 -4.70485 5.90991 0.30 0.08 -0.67
H 1.80313 -3.06742 4.15619 0.70 -0.29 -0.03
```
Positions in Å, forces in eV/Å.

The largest force on an atom is 3.92 eV Å⁻¹. The highest occupied orbital energy comes out at -0.566 hartree. For the lowest unoccupied orbital energy, the calculation gives -10.028 eV. As for the total charge: +3.

Need the Mulliken charges? In units of e they are: 0.827, -1.533, 1.102, 1.500, -1.959, 0.589, -1.772, 0.809, -1.956, 2.641, -0.604, -0.007, -2.342, 0.445, 0.344, 0.106, 0.384, 0.339, 0.379, 0.455, 0.429, 0.131, 0.404, 0.514, 0.158, 0.267, 0.337, 0.181, 0.277, 0.333, 0.673, -0.436, -0.312, -0.321, 0.331, -0.021, -0.471, -0.285, -0.281, 0.955, -0.306, -0.232, 0.026, 0.263, -0.473, -0.412, -0.463, -0.211, 0.056, 0.556, -0.584, -0.446, -0.468, -0.472, -0.389, 0.426, 0.501, 0.410, 0.703, 0.545, 0.509, 0.441, 0.509, 0.368, 0.442, 0.362, 0.323, -0.083, 0.578, -0.568, -0.645, -0.853, -0.161, 0.688, -1.078, -0.293, -0.811, 0.419, 0.497, 0.375, 0.340

***

DFT (ωB97M-V with the def2-TZVPD basis set) results for a molecular structure, C37H35As2BrCl2CsN3O5.

XYZ file:
```
86
Properties=species:S:1:pos:R:3:forces:R:3
Cs -0.29320 0.90777 0.42695 -0.12 0.17 0.15
N -2.78437 -2.50808 -1.19398 0.06 -0.05 0.00
C -3.27740 -1.62601 -2.25909 -0.04 0.04 0.02
C -2.91507 -0.15549 -1.97580 -0.10 -0.07 -0.06
O -2.80188 0.15871 -0.74339 0.04 0.01 -0.06
N -2.81328 0.58096 -3.03917 0.00 0.03 0.03
C -2.62390 2.00164 -2.79506 0.04 -0.08 0.06
C -1.33067 2.46034 -2.08493 -0.04 0.06 -0.13
O -1.41816 3.46557 -1.34859 0.10 -0.09 0.07
O -0.26055 1.80696 -2.29347 0.02 -0.09 0.03
H -3.49986 -3.16522 -0.91058 -0.04 0.01 -0.01
H -2.62953 -1.88254 -0.40171 -0.02 0.03 0.01
H -4.37225 -1.66346 -2.33931 0.01 -0.02 -0.03
H -2.86966 -1.90222 -3.23466 0.02 -0.02 0.01
H -3.44341 2.42406 -2.20180 -0.02 0.00 -0.02
H -2.62520 2.50779 -3.76836 0.00 0.03 0.01
Cl -1.14900 -1.92421 2.91222 0.07 0.02 -0.01
C 0.49659 -1.57842 3.48637 -0.04 0.08 0.02
Cl 1.35143 -3.06070 3.95263 0.02 -0.04 0.00
H 0.43076 -0.92694 4.34712 -0.01 0.01 -0.01
H 1.04579 -1.08594 2.69399 0.06 -0.01 -0.05
C 2.80840 -1.49415 -1.70064 -0.08 0.09 -0.05
C 2.05677 -0.39523 -2.45736 0.13 -0.02 0.03
As 0.18882 -0.86080 -2.94084 -0.04 0.01 -0.12
C 0.07189 0.05510 -4.67148 0.01 -0.01 0.07
C 0.78318 1.21465 -4.95440 -0.03 0.01 -0.05
C 0.65385 1.83510 -6.19183 0.02 0.01 0.03
C -0.20028 1.31384 -7.15289 -0.01 -0.01 0.01
C -0.93078 0.16757 -6.86650 0.01 0.01 -0.02
C -0.79358 -0.45406 -5.63477 0.01 0.00 0.03
C 0.60031 -2.60906 -3.80373 0.00 0.00 0.03
C -0.24208 -3.67631 -3.49786 0.03 0.03 -0.07
C -0.07684 -4.90800 -4.12242 -0.05 0.02 -0.10
C 0.94225 -5.09178 -5.04548 -0.03 0.01 -0.01
C 1.79847 -4.03851 -5.34578 0.01 0.00 0.02
C 1.61989 -2.80591 -4.73249 0.00 -0.02 0.00
As 1.85454 -2.17945 -0.09922 0.05 -0.07 0.03
C 1.35019 -3.97351 -0.69527 0.09 0.01 -0.01
C 2.21210 -4.81335 -1.40161 -0.06 0.04 -0.02
C 1.81126 -6.08504 -1.77275 -0.05 -0.04 0.04
C 0.53606 -6.53291 -1.44249 0.06 -0.02 0.09
C -0.32923 -5.70372 -0.74940 0.01 -0.01 0.06
C 0.07693 -4.42671 -0.37662 0.00 -0.01 0.07
C 3.44188 -2.65943 0.95822 -0.05 0.04 -0.04
C 3.83073 -3.96166 1.25120 0.04 -0.06 0.04
C 4.92834 -4.20487 2.06969 -0.02 0.01 -0.01
C 5.64517 -3.14771 2.60979 -0.02 0.02 -0.01
C 5.25113 -1.84402 2.33389 0.05 -0.03 0.04
C 4.15539 -1.59874 1.51983 -0.02 -0.01 0.00
H 3.75962 -1.10705 -1.32910 0.00 -0.01 0.03
H 3.02328 -2.33367 -2.36215 0.02 -0.06 0.02
H 2.62428 -0.12416 -3.35235 -0.03 -0.02 -0.02
H 1.98262 0.50725 -1.84638 -0.04 0.02 -0.04
H 1.40241 1.66634 -4.19194 0.00 0.00 0.02
H 1.20804 2.74525 -6.39173 0.00 0.00 -0.01
H -0.31041 1.80681 -8.11229 0.00 0.00 0.00
H -1.62001 -0.23554 -7.59988 0.00 -0.01 0.01
H -1.38022 -1.33805 -5.41314 -0.01 0.00 0.00
H -1.01708 -3.53610 -2.74800 -0.05 0.01 -0.09
H -0.73691 -5.73204 -3.87569 0.00 0.04 -0.02
H 1.07377 -6.05426 -5.52765 0.00 0.00 0.00
H 2.59656 -4.17640 -6.06728 0.00 0.00 0.00
H 2.27316 -1.97897 -4.99384 -0.01 0.01 0.00
H 3.20500 -4.46688 -1.66289 0.02 -0.01 -0.03
H 2.48057 -6.72447 -2.33568 0.02 0.01 0.00
H 0.21575 -7.52435 -1.74162 0.00 0.00 -0.01
H -1.33038 -6.04081 -0.50911 -0.01 0.02 0.00
H -0.61306 -3.76668 0.13553 -0.01 -0.02 -0.02
H 3.27518 -4.80035 0.85004 0.02 0.03 0.04
H 5.21688 -5.22669 2.28863 0.00 0.00 0.00
H 6.49692 -3.33808 3.25221 0.00 0.01 0.00
H 5.78754 -1.00935 2.76953 0.00 0.00 -0.01
H 3.82798 -0.57578 1.36197 -0.01 0.01 -0.02
Br 5.35977 6.04215 1.44834 -0.01 -0.01 0.01
C 4.05910 5.11757 2.48725 0.04 0.05 -0.01
C 3.56438 5.72302 3.62976 -0.01 -0.02 0.00
N 2.65652 5.13812 4.40526 0.00 -0.01 -0.01
C 2.22266 3.92997 4.04056 -0.01 0.04 0.02
C 2.67196 3.24860 2.91640 0.03 -0.03 0.04
C 3.62123 3.86287 2.11433 -0.02 -0.03 0.03
C 2.14442 1.85330 2.57097 0.02 -0.03 -0.03
O 2.73544 1.26509 1.63880 -0.07 0.01 -0.02
O 1.16610 1.45486 3.23715 -0.01 -0.03 0.05
H 3.91099 6.70719 3.92423 0.01 0.00 0.00
H 1.47340 3.46176 4.66622 0.00 -0.01 -0.01
H 3.98174 3.34482 1.23598 0.01 0.01 0.00
```
Positions in Å, forces in eV/Å.

The largest force on an atom is 0.26 eV Å⁻¹. The highest occupied orbital energy comes out at -0.072 hartree. For the lowest unoccupied orbital energy, the calculation gives 3.675 eV. As for the total charge: -2.

Need the Mulliken charges? In units of e they are: 1.563, -0.294, -0.505, 0.419, -0.893, -0.369, -0.530, 0.216, -0.806, -0.523, 0.193, 0.197, 0.364, 0.002, 0.293, 0.344, -0.176, 0.632, -0.196, 0.366, -0.583, -1.021, -1.550, 0.974, 0.591, -0.519, -0.693, -0.460, -0.562, -0.318, 0.284, -0.405, -0.467, -0.710, -0.595, -0.540, 0.669, 0.259, -0.108, -0.782, -0.586, -0.484, -0.753, 0.076, -0.396, -0.674, -0.400, -0.757, -0.190, 0.756, 0.406, 0.566, 0.660, 0.412, 0.362, 0.337, 0.362, 0.137, 0.249, 0.464, 0.349, 0.392, 0.315, 0.454, 0.416, 0.365, 0.347, 0.195, 0.315, 0.366, 0.348, 0.440, 0.430, -0.242, -0.012, -0.117, -0.698, -0.127, 0.205, -0.191, 0.048, -0.664, -0.613, 0.347, 0.473, 0.551

***

DFT (ωB97M-V with the def2-TZVPD basis set) results for a molecular structure, C37H35As2BrCl2CsN3O5 at a distorted geometry.

XYZ file:
```
86
Properties=species:S:1:pos:R:3:forces:R:3
Cs -0.01460 -0.28975 1.15899 -0.89 0.67 1.38
N 2.36649 2.99819 1.04803 0.10 -0.04 -0.17
C 2.87648 2.23495 -0.10557 -0.13 -0.04 0.45
C 2.60285 0.72276 -0.04793 0.44 0.04 -0.10
O 2.44640 0.20065 1.11267 1.64 0.42 -0.18
N 2.56627 0.15751 -1.21727 0.12 -0.05 0.17
C 2.31595 -1.26539 -1.23790 -0.03 0.32 0.16
C 0.83026 -1.67033 -1.19897 -0.05 -0.40 -0.72
O 0.56573 -2.89298 -1.20974 0.21 0.18 -0.03
O -0.04556 -0.75472 -1.11279 0.24 -1.00 -3.71
H 2.63401 2.46704 1.87203 -0.01 -0.04 0.05
H 1.35249 2.93911 1.05807 -0.05 -0.01 -0.02
H 3.95789 2.38164 -0.14746 0.06 0.03 -0.06
H 2.45377 2.62537 -1.02937 0.06 0.06 -0.09
H 2.78230 -1.78753 -0.39222 0.02 -0.08 -0.01
H 2.73188 -1.68520 -2.15795 -0.03 -0.11 -0.01
Cl -3.18282 1.25519 0.80223 -0.16 0.18 0.16
C -3.03513 0.01474 2.06666 -0.10 -0.10 -0.14
Cl -2.99197 -1.59593 1.33891 -0.53 -0.25 0.20
H -3.89538 0.07794 2.71902 -0.07 0.02 0.01
H -2.10346 0.17575 2.60213 -0.24 0.07 0.18
C -1.40128 -1.48769 -3.59792 0.37 0.26 0.00
C -0.85589 -0.22765 -4.29914 -0.35 -0.14 0.42
As 0.24311 1.10558 -3.25555 -0.35 -0.07 -0.60
C 0.24180 2.29576 -4.88886 0.08 -0.02 -0.12
C 0.94579 1.81776 -6.00204 -0.07 0.11 0.04
C 0.96024 2.50286 -7.21121 -0.06 0.03 0.10
C 0.28518 3.71321 -7.33206 0.03 -0.04 0.11
C -0.36261 4.23921 -6.22175 0.05 -0.11 0.04
C -0.37945 3.54088 -5.01472 0.05 -0.06 -0.09
C -1.17950 2.14451 -2.38252 0.09 0.17 0.05
C -0.76715 2.96040 -1.33170 0.03 -0.04 0.02
C -1.63235 3.88119 -0.74918 -0.03 0.01 -0.10
C -2.93492 3.99383 -1.21524 0.03 -0.10 -0.09
C -3.36382 3.17496 -2.25835 0.10 0.08 0.08
C -2.48940 2.26476 -2.83871 0.00 0.11 0.05
As -2.70001 -1.07871 -2.16930 -0.41 -0.19 -0.25
C -3.26495 -2.92912 -1.75065 0.12 -0.16 -0.08
C -4.61180 -3.20742 -1.50040 0.13 -0.08 -0.04
C -5.03747 -4.50378 -1.24276 0.13 0.00 0.03
C -4.11444 -5.54637 -1.20512 -0.02 0.11 0.02
C -2.76761 -5.27178 -1.39834 -0.02 0.13 -0.01
C -2.33898 -3.97072 -1.66578 -0.05 0.01 -0.01
C -4.26030 -0.82082 -3.41286 -0.03 0.01 -0.04
C -4.53644 -1.64000 -4.51138 -0.10 0.11 -0.02
C -5.61913 -1.38776 -5.34708 0.04 0.10 0.13
C -6.46624 -0.31179 -5.08994 0.09 -0.07 0.04
C -6.23072 0.48946 -3.98202 0.08 -0.07 0.02
C -5.13760 0.23196 -3.15582 -0.02 -0.06 -0.02
H -0.59646 -2.06119 -3.14016 -0.06 0.04 0.08
H -1.87128 -2.12971 -4.34203 -0.09 -0.05 -0.07
H -1.67650 0.30694 -4.78282 0.00 0.06 -0.07
H -0.17956 -0.53491 -5.09522 0.09 -0.01 -0.09
H 1.49398 0.88497 -5.91578 -0.01 -0.03 -0.04
H 1.49316 2.09235 -8.06182 0.01 -0.01 0.02
H 0.27367 4.24259 -8.27803 0.02 0.01 0.02
H -0.87035 5.19484 -6.29650 0.00 -0.01 0.02
H -0.89496 3.97465 -4.16656 -0.04 -0.02 -0.01
H 0.25640 2.88027 -0.97723 -0.06 0.01 0.02
H -1.28400 4.51238 0.05949 -0.01 -0.04 0.02
H -3.61482 4.71135 -0.76993 0.01 -0.03 0.00
H -4.37897 3.25826 -2.63339 0.03 -0.01 0.02
H -2.83759 1.66882 -3.67281 0.02 -0.02 0.00
H -5.33734 -2.40342 -1.51812 -0.05 0.02 -0.04
H -6.08922 -4.70090 -1.06655 0.01 0.01 0.00
H -4.44612 -6.55995 -1.00630 0.02 0.02 0.00
H -2.03576 -6.07001 -1.33300 -0.02 0.04 -0.01
H -1.27758 -3.75304 -1.76748 -0.07 -0.05 0.02
H -3.91150 -2.50327 -4.71085 0.03 0.03 0.00
H -5.80553 -2.03237 -6.19845 0.00 -0.01 0.00
H -7.30591 -0.10737 -5.74469 0.01 -0.02 0.01
H -6.89544 1.31631 -3.75916 0.01 0.01 0.01
H -4.95926 0.85586 -2.28595 -0.01 0.02 -0.03
Br 5.22379 -0.02684 5.06659 -0.01 -0.02 0.00
C 3.39607 -0.35035 5.48436 0.01 0.01 0.03
C 3.07478 -0.81332 6.74896 -0.25 -0.06 0.05
N 1.81551 -1.06035 7.11680 0.06 0.13 -0.17
C 0.85588 -0.83787 6.21285 0.22 0.04 0.17
C 1.09462 -0.35840 4.93155 0.19 -0.06 -0.13
C 2.40942 -0.11896 4.54562 -0.09 0.14 -0.16
C -0.03368 -0.19588 3.93223 -0.54 -0.19 0.94
O -0.56712 -1.26740 3.55995 -0.06 -0.04 1.16
O -0.31781 0.95355 3.53207 0.10 0.29 1.00
H 3.85104 -0.99588 7.48309 0.00 0.00 0.00
H -0.16151 -1.04449 6.52833 0.03 -0.04 -0.03
H 2.62990 0.21825 3.53117 0.01 -0.04 0.12
```
Positions in Å, forces in eV/Å.

The largest force on an atom is 3.85 eV Å⁻¹. The highest occupied orbital energy comes out at -0.084 hartree. For the lowest unoccupied orbital energy, the calculation gives 3.718 eV. As for the total charge: -2.

Need the Mulliken charges? In units of e they are: 1.184, -0.714, -0.881, 0.703, -0.818, -0.481, -0.684, 0.529, -0.848, -0.583, 0.340, 0.303, 0.282, 0.370, 0.380, 0.309, 0.023, -0.474, -0.004, 0.443, -0.028, -1.540, -1.499, 0.364, 0.105, -0.456, -0.683, -0.383, -0.665, -0.282, 0.744, -0.006, -0.467, -0.856, -0.839, 0.128, 1.021, 0.003, -0.498, -0.637, -0.397, -0.602, -0.067, -0.195, -0.327, -0.616, -0.408, -0.671, -0.205, 0.581, 0.850, 0.411, 0.545, 0.368, 0.351, 0.339, 0.376, 0.303, -0.296, 0.383, 0.312, 0.456, 0.623, 0.378, 0.364, 0.343, 0.414, 0.220, 0.235, 0.385, 0.348, 0.402, 0.619, -0.226, -0.065, -0.163, -0.695, -0.146, 0.248, -0.201, 0.450, -0.588, -0.651, 0.336, 0.432, 0.536

***

| no. | Kohn-Sham gap (eV) |
| --- | --- |
| 1 | 5.381 |
| 2 | 5.644 |
| 3 | 6.010 |